1) The following is a quantum chemistry calculation of a 13-piece molecular cluster, C5H36N2O13 overall, from OMol25.

```
56
Properties=species:S:1:pos:R:3:mulliken_charge:R:1
O -0.2767 0.8418 -0.5683 -0.495
C -0.8144 -0.0047 0.1754 0.361
N -2.1653 0.1933 0.3186 0.623
C -3.0288 -1.0076 0.5561 -1.021
C -2.8707 1.0506 -0.5441 -1.098
C -0.0473 -1.0318 1.1501 0.574
N 1.3755 -0.9036 0.9276 -0.389
C 2.0704 -2.0445 1.5356 -0.983
H -3.5043 -0.6714 1.4923 0.429
H -3.8170 -1.2525 -0.1789 0.271
H -2.3795 -1.8922 0.7950 0.309
H -2.4417 2.0910 -0.6113 0.280
H -3.8974 1.3215 -0.0344 0.330
H -3.0521 0.8427 -1.6287 0.334
H -0.4916 -2.0292 0.9509 -0.478
H -0.3120 -0.7010 2.1674 -0.015
H 1.6077 -0.6949 -0.0368 0.100
H 2.0671 -3.0021 0.8587 0.190
H 1.6606 -2.3171 2.5756 0.307
H 3.0276 -1.6843 1.6516 0.470
H 2.3980 1.9124 0.0810 0.365
H 2.7179 3.3050 0.4858 0.256
O 2.8702 2.6872 -0.0712 -0.600
H -1.3305 -3.9259 -0.8803 0.286
H -0.4475 -3.8219 0.3825 0.295
O -1.1457 -4.2262 -0.0848 -0.610
H 0.6459 -2.9633 -2.9703 0.263
H 1.3437 -3.5647 -1.9211 0.279
O 0.4520 -3.1815 -2.0330 -0.549
H 1.2557 0.6411 -1.6495 0.252
H 2.2927 -0.3586 -2.4031 0.305
O 2.0474 0.6224 -2.1689 -0.536
H -0.5389 1.5210 -5.2649 0.291
H -0.4853 1.3911 -3.6949 0.365
O -0.5904 0.9763 -4.5021 -0.689
H -1.2877 0.9262 3.5678 0.226
H -1.8638 1.4214 2.2153 0.370
O -1.1882 1.7112 2.9639 -0.793
H 0.7522 0.2782 5.5047 0.289
H 0.5098 0.8281 4.1149 0.335
O 0.3972 0.0471 4.6012 -0.590
H 0.3560 1.9778 2.5936 0.522
H 1.2389 0.6713 2.2482 0.439
O 1.3513 1.6478 2.6366 -0.931
H -2.1125 -2.0672 4.0499 0.313
H -1.5104 -0.6060 4.6712 0.375
O -2.3482 -1.1887 4.4643 -0.639
H 2.8829 3.7727 -2.4354 0.280
H 2.6994 2.2590 -2.6771 0.330
O 2.6373 3.1091 -3.0135 -0.622
H 0.4820 -0.3490 -4.6383 0.410
H 1.8578 -0.5672 -5.1539 0.249
O 1.2541 -0.9275 -4.5465 -0.610
H 0.3754 3.4409 -2.4329 0.294
H -0.2913 2.5021 -1.3939 0.337
O -0.3875 2.9943 -2.1974 -0.657
```

Properties
Lowest unoccupied orbital energy: 0.08 eV
Kohn-Sham gap: 10.01 eV
Molecular weight: 332.344 g mol⁻¹

2) The following is a quantum chemistry calculation of a 13-piece molecular cluster, C5H36N2O13 overall, from OMol25.

```
56
Properties=species:S:1:pos:R:3:mulliken_charge:R:1
C 2.1414 2.1714 -0.6920 -0.700
N 1.9315 1.0641 0.2378 0.417
C 2.7894 -0.0044 -0.2311 -0.614
C 2.3986 -1.1663 0.7474 -0.136
O 1.2549 -1.2659 1.2110 -0.426
C 0.8554 2.9846 -0.6611 -0.750
N 0.0232 2.6104 -1.8169 -0.254
C -1.2864 3.3256 -2.0246 -1.037
H 3.1962 2.6516 -0.5252 0.298
H 2.2509 1.7362 -1.6821 0.427
H 0.8965 0.7931 0.2341 -0.103
H 3.8722 0.2321 -0.1542 0.454
H 2.5527 -0.4617 -1.0787 0.031
H 3.2018 -1.8539 0.8517 0.577
H 0.2402 3.0822 0.3003 0.148
H 0.9906 4.0524 -0.7189 0.595
H -0.1408 1.6129 -1.7709 0.257
H -0.8713 4.2475 -2.5537 0.359
H -2.1463 2.8634 -2.5693 0.310
H -1.7195 3.6711 -1.1094 0.331
H -2.8068 1.4871 2.3249 0.237
H -1.3910 1.7525 1.7119 0.270
O -2.2133 1.1298 1.6947 -0.546
H 3.1780 -1.9771 3.0321 0.284
H 1.8939 -2.1068 3.8712 0.315
O 2.6224 -1.5465 3.6115 -0.583
H 0.2395 -2.0723 -3.2439 0.265
H 1.4550 -1.4493 -2.6204 0.306
O 1.0255 -1.6163 -3.4814 -0.677
H 2.4902 1.7379 2.1572 0.327
H 1.8882 1.3469 3.6027 0.316
O 2.0813 2.0912 3.0022 -0.797
H 0.0365 2.1192 2.8636 0.350
H -0.4485 2.3311 4.2614 0.319
O -0.6060 2.6233 3.3018 -0.624
H 0.5078 -4.0583 -1.8005 0.260
H -0.2385 -3.2800 -0.7514 0.325
O 0.5970 -3.4175 -1.0646 -0.579
H -2.2534 -0.9046 1.6357 0.067
H -0.9630 -1.6131 1.5676 0.428
O -1.9043 -1.7747 1.7574 -0.660
H -2.8434 -2.7662 -0.9464 0.317
H -2.4794 -3.3658 0.3736 0.321
O -2.3400 -3.4920 -0.5383 -0.651
H -0.1789 0.1258 -4.4466 0.276
H -1.7232 -0.4480 -0.8789 0.215
O -0.9428 -0.5102 -1.3181 -0.152
H -1.5097 -3.6653 2.2699 0.409
H -0.3128 -4.2259 1.2825 0.291
O -1.0653 -4.5154 1.9802 -0.658
H -3.4439 -0.4865 0.2993 0.273
H -4.6243 -0.7210 -0.7473 0.254
O -3.6682 -0.9281 -0.5710 -0.609
H -0.6165 1.4363 -3.9970 0.274
H -1.0545 -0.1338 -2.2157 0.244
O -0.8185 0.5475 -3.9738 -0.592
```

Properties
Lowest unoccupied orbital energy: 0.10 eV
Kohn-Sham gap: 9.02 eV
Molecular weight: 332.344 g mol⁻¹

Which of them is the least stable? Correct choice: 2).

1) The following is a quantum chemistry calculation of a 2-piece molecular cluster, C2H4NOP overall, from OMol25.

```
9
Properties=species:S:1:pos:R:3:mulliken_charge:R:1
C -0.1917 -0.7321 -0.9408 0.039
C -0.0470 0.0608 0.2822 -0.615
N -0.9479 -0.4112 -1.9080 -0.236
O -1.5318 0.8467 -1.5246 -0.232
P -1.2653 1.3323 0.0129 0.076
H 0.1417 -1.7459 -1.0784 0.383
H 0.4005 -0.3631 1.1192 0.480
H 1.6459 0.9600 -0.5066 0.071
H -2.1532 0.6306 0.8350 0.034
```

Properties
Lowest unoccupied orbital energy (alpha / beta): -0.70 / -1.09 eV
Kohn-Sham gap (alpha / beta): 7.97 / 8.29 eV
Molecular weight: 89.034 g mol⁻¹

2) The following is a quantum chemistry calculation of a 2-piece molecular cluster, C2H4NOP overall, from OMol25.

```
9
Properties=species:S:1:pos:R:3:mulliken_charge:R:1
C 0.5417 2.5083 0.5803 -0.024
C -0.3259 -2.2515 -0.6414 -0.423
N 1.5150 3.1811 0.6068 -0.135
O -1.1711 -0.0960 0.1931 -0.427
P 0.1433 -0.7273 -0.4310 0.205
H -1.3063 -2.5382 -0.2136 0.107
H 2.1056 3.8109 0.7470 0.150
H 0.4555 -3.0623 -0.9528 0.222
H -1.9578 -0.8250 0.1114 0.326
```

Properties
Lowest unoccupied orbital energy: 1.03 eV
Kohn-Sham gap: 10.11 eV
Molecular weight: 89.034 g mol⁻¹

3) The following is a quantum chemistry calculation of C2H4NOP in the gas phase, from OMol25.

```
9
Properties=species:S:1:pos:R:3:mulliken_charge:R:1
C -0.8057 -0.6848 -0.3905 -0.431
C 1.1390 0.4356 -0.1067 -0.399
N -1.4022 -0.2387 0.7192 -0.235
O 0.5965 1.1846 0.9404 -0.305
P -0.8648 0.8636 1.6935 0.305
H -1.1286 -0.1756 -1.3508 0.254
H -0.5978 -1.7842 -0.5140 0.269
H 1.9486 -0.4127 0.1946 0.251
H 1.1151 0.8122 -1.1857 0.291
```

Properties
Lowest unoccupied orbital energy: -0.15 eV
Kohn-Sham gap: 7.85 eV
Molecular weight: 89.034 g mol⁻¹

Which of them is the least stable? Correct choice: 1).

1) The following is a quantum chemistry calculation of C32H23ClN4O4ReS2 as an isolated structure, from OMol25.

```
67
Properties=species:S:1:pos:R:3:mulliken_charge:R:1
Re 0.0378 -0.4811 0.4719 1.552
O 0.5088 -0.9790 2.3477 -0.904
C 1.0038 -0.0422 3.1540 0.934
C 1.9880 -0.4368 4.0733 -0.541
C 2.5695 0.4719 4.9245 -0.497
C 2.1784 1.8167 4.9179 -0.693
C 1.1956 2.2208 4.0524 -0.751
C 0.6029 1.3213 3.1473 0.447
C -0.5166 1.7670 2.3665 -0.230
N -0.9496 1.0883 1.3607 0.472
N -2.2421 1.3188 0.9376 -0.920
C -2.6464 0.2884 0.2877 0.119
O -1.8402 -0.7822 0.1328 -0.829
C -3.9979 0.1894 -0.2731 0.659
C -4.3639 -0.9457 -0.9924 -0.228
C -5.6312 -1.0331 -1.5427 -0.772
C -6.5310 0.0120 -1.3811 -0.377
C -6.1607 1.1482 -0.6763 -0.688
C -4.8956 1.2419 -0.1242 -0.343
H 2.2834 -1.4770 4.0725 0.434
H 3.3400 0.1418 5.6092 0.388
H 2.6376 2.5227 5.5951 0.428
H 0.8604 3.2510 4.0474 0.442
H -1.0960 2.6336 2.6700 0.557
H -3.6516 -1.7493 -1.1208 0.455
H -5.9155 -1.9127 -2.1058 0.408
H -7.5177 -0.0524 -1.8211 0.387
H -6.8485 1.9765 -0.5795 0.403
H -4.5837 2.1361 0.3952 0.453
Cl 3.2670 5.5394 -1.6567 -0.238
C 2.8366 3.9668 -1.0555 0.006
C 3.4235 3.5020 0.1235 -0.601
C 3.0837 2.2659 0.6216 -0.384
C 2.1360 1.4757 -0.0340 0.369
O 1.8349 0.2810 0.4768 -0.944
C 1.5667 1.9383 -1.2255 -0.191
C 0.7435 1.0678 -2.0308 -0.012
N 0.1817 0.0020 -1.5499 0.139
C -0.2946 -1.0173 -2.4091 0.000
C -0.8572 -0.8600 -3.6392 -0.457
C -1.2481 -2.0034 -4.3746 -1.168
C -1.0748 -3.2635 -3.8780 -0.875
C -0.5276 -3.4390 -2.5839 0.848
C -0.3419 -4.6895 -1.9573 -0.570
C 0.1557 -4.7459 -0.6852 -0.920
C 0.4437 -3.5517 -0.0086 -0.126
N 0.2864 -2.3669 -0.5631 -0.151
C -0.1690 -2.3000 -1.8517 1.173
C 1.9308 3.1946 -1.7313 -0.845
H 4.1395 4.1250 0.6417 0.435
H 3.5204 1.8872 1.5370 0.498
H 0.7462 1.2177 -3.1050 0.846
H -1.0517 0.1359 -4.0239 0.323
H -1.6986 -1.8626 -5.3475 0.432
H -1.3706 -4.1340 -4.4487 0.431
H -0.6013 -5.5945 -2.4927 0.464
H 0.3066 -5.6875 -0.1784 0.397
H 0.7926 -3.5547 1.0167 0.548
H 1.4498 3.5563 -2.6309 0.434
C -2.3398 6.1681 -2.1899 -0.865
O -1.7125 4.8925 -2.2438 -0.179
C -2.4744 3.8130 -2.5226 0.014
S -4.1053 3.9460 -2.8184 -0.334
S -1.5651 2.3650 -2.5866 -0.166
H -1.5402 6.8696 -1.9595 0.202
H -3.1079 6.1897 -1.4175 0.346
H -2.8049 6.4128 -3.1436 0.357
```

Properties
Lowest unoccupied orbital energy (alpha / beta): -1.19 / -1.40 eV
Kohn-Sham gap (alpha / beta): 5.28 / 5.06 eV
Molecular weight: 813.354 g mol⁻¹
⟨S²⟩: 0.76
Multiplicity: 2

2) The following is a quantum chemistry calculation of C32H23ClN4O4ReS2 as an isolated structure, from OMol25.

```
67
Properties=species:S:1:pos:R:3:mulliken_charge:R:1
Re -0.0145 -0.1910 0.0922 1.078
O -0.8426 1.5625 0.4465 0.135
C -1.9932 2.1688 0.2892 0.254
C -2.0349 3.5719 0.3097 -0.856
C -3.2383 4.2258 0.1701 -0.608
C -4.4347 3.5154 0.0120 -0.793
C -4.3993 2.1401 -0.0011 -0.785
C -3.1851 1.4520 0.1309 0.868
C -3.1636 0.0189 0.0912 -0.256
N -2.1123 -0.7258 0.0918 0.747
N -2.4243 -2.0856 -0.0193 -1.242
C -1.3432 -2.7416 -0.2837 0.651
O -0.1880 -2.1719 -0.3757 -0.628
C -1.3904 -4.2065 -0.5028 0.250
C -0.2000 -4.9248 -0.5344 -0.257
C -0.2253 -6.2971 -0.7302 -0.686
C -1.4360 -6.9529 -0.8986 -0.367
C -2.6252 -6.2353 -0.8691 -0.685
C -2.6053 -4.8652 -0.6709 -0.435
H -1.1076 4.1095 0.4559 0.531
H -3.2586 5.3083 0.1922 0.416
H -5.3735 4.0416 -0.0899 0.400
H -5.3130 1.5679 -0.1132 0.412
H -4.1098 -0.5099 0.0233 0.373
H 0.7335 -4.3953 -0.4012 0.513
H 0.7012 -6.8561 -0.7491 0.404
H -1.4547 -8.0243 -1.0513 0.379
H -3.5700 -6.7466 -1.0003 0.384
H -3.5225 -4.2934 -0.6387 0.437
Cl 6.3576 0.1179 3.5756 -0.238
C 5.0221 -0.2073 2.5089 0.186
C 4.6880 -1.5379 2.2109 -0.637
C 3.6285 -1.8197 1.3912 -0.720
C 2.8226 -0.7839 0.8670 0.598
O 1.8158 -1.0949 0.1021 -0.660
C 3.1942 0.5449 1.1517 0.553
C 2.5649 1.5857 0.4051 -0.190
N 1.4708 1.3959 -0.2448 0.512
C 1.0462 2.2876 -1.2548 -0.245
C 1.4163 3.5953 -1.4068 -0.511
C 0.9697 4.3374 -2.5221 -1.054
C 0.1779 3.7709 -3.4797 -0.920
C -0.2348 2.4231 -3.3431 1.017
C -1.0573 1.7514 -4.2771 -0.679
C -1.4199 0.4536 -4.0552 -1.012
C -1.0026 -0.1796 -2.8713 -0.006
N -0.2403 0.4191 -1.9832 0.092
C 0.1812 1.7002 -2.2169 0.604
C 4.3077 0.8216 1.9644 -1.077
H 5.2764 -2.3380 2.6398 0.435
H 3.3551 -2.8391 1.1570 0.477
H 3.1044 2.5250 0.2982 0.257
H 2.0463 4.0792 -0.6728 0.420
H 1.2717 5.3720 -2.6127 0.410
H -0.1515 4.3397 -4.3393 0.433
H -1.3938 2.2792 -5.1608 0.453
H -2.0440 -0.0870 -4.7518 0.434
H -1.3145 -1.1889 -2.6321 0.414
H 4.5769 1.8499 2.1723 0.427
C 2.4629 0.6365 5.0713 -0.750
O 1.6993 -0.1252 4.1307 -0.238
C 0.8965 0.5141 3.2865 0.552
S 0.8014 2.1546 3.1725 -0.294
S -0.1182 -0.6440 2.4298 -0.585
H 3.0461 -0.0975 5.6205 0.251
H 1.7956 1.1855 5.7350 0.343
H 3.1121 1.3428 4.5584 0.315
```

Properties
Lowest unoccupied orbital energy (alpha / beta): -0.98 / -1.23 eV
Kohn-Sham gap (alpha / beta): 6.13 / 6.17 eV
Molecular weight: 813.354 g mol⁻¹
⟨S²⟩: 0.76
Multiplicity: 2

Which of them is the least stable? Correct choice: 1).